{
  "formula": "C35H28ClIrN7O4S",
  "method": "ωB97M-V/def2-TZVPD",
  "total_charge": 2,
  "max_force_ev_per_a": 0.4,
  "lumo_energy_ev": [-7.11, -10.04],
  "multiplicity": 2,
  "relative_energy_kcal_mol": 0.00,
  "species": ["Ir", "C", "C", "N", "C", "C", "N", "C", "C", "C", "C", "C", "N", "C", "C", "N", "C", "C", "N", "C", "C", "C", "N", "C", "C", "H", "H", "H", "H", "H", "H", "H", "H", "H", "H", "H", "H", "C", "C", "C", "C", "C", "C", "C", "C", "S", "C", "N", "C", "C", "C", "C", "C", "C", "C", "C", "H", "H", "H", "H", "H", "H", "H", "H", "H", "H", "H", "H", "H", "H", "H", "H", "O", "Cl", "O", "O", "O"],
  "positions_angstrom": [[0.506886, 0.632715, -0.045288], [-0.182446, 3.851879, -2.865758], [0.352977, 2.696422, -2.294856], [-0.053194, 2.289965, -1.100465], [-0.992339, 3.031058, -0.453863], [-1.498848, 4.167311, -1.050798], [-1.098824, 4.578902, -2.251703], [-1.423388, 2.513256, 0.866415], [-2.175380, 3.157302, 1.834322], [-2.375730, 2.504267, 3.050901], [-1.879607, 1.224321, 3.267526], [-1.137922, 0.628065, 2.261618], [-0.940970, 1.292593, 1.119414], [-0.403290, -0.654147, 2.328567], [-0.578310, -1.608060, 3.308630], [0.137492, -2.728387, 3.343624], [1.041561, -2.895228, 2.394386], [1.239962, -1.957194, 1.382103], [0.517076, -0.847658, 1.350249], [-3.042316, 3.219618, 4.171426], [-4.262905, 3.872502, 3.982748], [-4.849250, 4.540544, 5.052262], [-4.163065, 4.493828, 6.161537], [-3.022781, 3.938184, 6.468569], [-2.416962, 3.251992, 5.421602], [0.147579, 4.181258, -3.842761], [1.110656, 2.101630, -2.785914], [-2.256064, 4.767122, -0.560861], [-2.529006, 4.167857, 1.683999], [-2.012833, 0.730196, 4.219465], [-1.314530, -1.474451, 4.091749], [1.632763, -3.801645, 2.418643], [1.983160, -2.088113, 0.608789], [-4.787622, 3.850674, 3.037220], [-5.803324, 5.055657, 5.026473], [-2.613238, 4.051265, 7.466661], [-1.450273, 2.794561, 5.591344], [5.367845, 3.468179, 0.269710], [6.224593, 2.486823, -0.529380], [6.943408, 3.267631, -1.637969], [7.261985, 1.856175, 0.411060], [5.388154, 1.367305, -1.145629], [5.998705, 0.472990, -2.049644], [5.307517, -0.539462, -2.674842], [3.954542, -0.679447, -2.377826], [2.801382, -1.788546, -3.054602], [1.576355, -1.095231, -2.083292], [1.982705, -0.127581, -1.288116], [3.338899, 0.161180, -1.453114], [4.050740, 1.191883, -0.838156], [0.158010, -1.409624, -2.079347], [-0.445677, -2.369404, -2.885454], [-1.819827, -2.527378, -2.834452], [-2.574271, -1.723464, -1.990610], [-1.965656, -0.769077, -1.180376], [-0.587480, -0.597827, -1.205720], [6.002451, 4.266810, 0.654773], [4.888295, 2.995687, 1.126616], [4.598566, 3.929371, -0.355190], [7.522594, 4.078612, -1.194648], [6.228376, 3.705608, -2.337306], [7.636282, 2.646382, -2.204955], [7.879830, 2.635577, 0.859414], [7.922413, 1.170769, -0.122248], [6.773837, 1.302567, 1.215221], [7.049763, 0.589198, -2.275831], [5.799064, -1.196455, -3.379243], [3.542534, 1.842372, -0.142897], [0.148781, -2.983519, -3.551739], [-2.304088, -3.268643, -3.454634], [-3.649585, -1.843647, -1.960803], [-2.586134, -0.162287, -0.529366], [3.036603, 2.913671, 2.872457], [2.186412, 1.835232, 2.535876], [1.059832, 1.752615, 3.436335], [2.871501, 0.584638, 2.457086], [1.614051, 2.130756, 1.167563]],
  "atomic_forces_ev_per_a": [[-0.275, 0.023, -0.241], [0.024, -0.020, 0.012], [0.016, 0.021, 0.039], [-0.011, 0.234, -0.099], [-0.023, -0.040, 0.074], [0.035, 0.046, -0.073], [-0.014, -0.013, 0.037], [0.043, -0.004, -0.015], [0.008, -0.039, -0.022], [-0.014, -0.009, 0.050], [-0.042, -0.013, -0.027], [-0.075, 0.043, -0.073], [0.004, -0.134, 0.233], [-0.005, 0.151, -0.023], [0.048, -0.030, 0.052], [-0.010, 0.019, -0.009], [-0.001, -0.018, -0.017], [0.009, 0.055, 0.040], [0.052, -0.244, 0.209], [-0.022, 0.023, 0.002], [0.088, -0.051, 0.025], [-0.105, 0.064, 0.020], [0.037, -0.045, -0.073], [0.027, 0.026, 0.119], [-0.032, 0.004, -0.085], [0.006, -0.003, 0.004], [-0.012, -0.004, -0.025], [0.001, -0.007, 0.010], [0.009, 0.002, -0.019], [-0.012, -0.010, -0.005], [-0.011, -0.014, -0.008], [0.008, 0.006, 0.007], [0.002, -0.009, -0.007], [-0.007, 0.005, -0.001], [0.006, -0.004, -0.009], [0.003, -0.006, -0.009], [0.005, 0.001, -0.006], [0.015, -0.014, -0.012], [-0.002, -0.032, 0.017], [0.000, 0.019, -0.009], [0.009, -0.012, -0.002], [-0.007, 0.029, -0.005], [0.005, -0.007, -0.009], [-0.003, 0.006, 0.024], [0.010, -0.002, -0.016], [-0.039, -0.004, 0.027], [0.001, -0.050, -0.043], [0.141, 0.108, -0.005], [0.031, 0.002, 0.010], [-0.003, 0.012, 0.011], [-0.016, 0.032, 0.025], [-0.004, 0.017, -0.004], [0.000, -0.021, -0.023], [-0.015, 0.011, 0.012], [0.021, 0.018, 0.021], [0.011, -0.113, 0.017], [0.001, 0.001, -0.005], [-0.012, -0.009, 0.007], [-0.006, -0.002, 0.013], [0.000, 0.000, -0.002], [0.000, -0.002, 0.000], [-0.002, 0.000, 0.003], [0.002, 0.001, -0.002], [0.003, 0.002, 0.004], [-0.005, 0.004, -0.002], [-0.005, -0.005, -0.001], [-0.001, 0.002, -0.003], [-0.002, 0.006, 0.002], [0.003, 0.003, 0.000], [0.002, 0.001, 0.000], [0.000, 0.006, 0.002], [-0.003, -0.009, 0.005], [-0.055, -0.039, -0.059], [-0.051, 0.052, 0.005], [0.043, -0.082, -0.049], [-0.092, 0.044, 0.011], [0.264, 0.022, -0.052]],
  "mulliken_spin": [0.000, 0.000, 0.000, -0.001, -0.003, 0.001, 0.000, 0.006, -0.002, 0.001, -0.002, 0.005, 0.001, -0.004, 0.001, 0.000, 0.000, 0.000, -0.001, -0.029, 0.074, 0.000, 0.801, 0.000, 0.072, 0.000, 0.000, 0.000, -0.001, -0.001, 0.000, 0.000, 0.000, 0.009, 0.031, 0.032, 0.009, 0.000, 0.001, 0.000, 0.000, 0.002, 0.000, -0.001, -0.002, 0.000, 0.001, 0.002, 0.002, -0.004, -0.003, 0.001, 0.000, 0.000, 0.000, 0.001, 0.000, 0.000, 0.000, 0.000, 0.000, 0.000, 0.000, 0.000, 0.000, 0.000, 0.000, 0.001, 0.000, 0.000, 0.000, 0.000, 0.000, 0.000, 0.000, 0.000, 0.000]
}